[1]
Here is the molecule C21H27N in a non-equilibrium geometry from the OMol25 dataset. Energies are from wB97M-V/def2-TZVPD.

The geometry in XYZ format:
```
49
C21H27N wB97M-V/def2-TZVPD
C -1.885 -3.706 -0.813
C -1.225 -3.479 0.294
C -0.634 1.713 -0.974
C -0.039 0.859 -0.063
C -3.718 4.655 -0.465
C -3.641 3.640 0.451
C -2.754 4.751 -1.515
C -2.485 2.732 0.365
C -1.702 3.890 -1.609
C -1.584 2.765 -0.711
N 1.931 -0.497 0.412
C 3.008 -1.062 -0.228
C 1.933 -0.603 1.926
C 0.764 -0.257 -0.440
C 4.280 -0.578 0.403
C 3.260 -0.190 2.616
C 4.344 -0.992 1.918
C -2.367 -1.551 -0.063
C -0.946 -1.536 -1.961
C -2.164 -2.352 -1.377
C -0.983 -1.979 0.379
C 0.044 -1.594 -0.709
H -2.234 -4.707 -1.186
H -0.778 -4.196 1.124
H -0.358 1.678 -2.058
H -0.289 0.945 0.969
H -4.584 5.306 -0.375
H -4.335 3.568 1.290
H -2.915 5.385 -2.385
H -2.617 1.860 0.940
H -0.959 4.001 -2.329
H 2.988 -2.178 -0.197
H 3.015 -0.620 -1.214
H 1.081 -0.033 2.305
H 1.643 -1.630 2.278
H 1.256 0.091 -1.358
H 5.104 -0.962 -0.081
H 4.348 0.521 0.072
H 3.266 -0.290 3.706
H 3.559 0.810 2.367
H 5.287 -0.751 2.335
H 4.403 -2.036 2.082
H -3.228 -1.801 0.495
H -2.399 -0.501 -0.132
H -0.553 -2.180 -2.821
H -1.159 -0.539 -2.275
H -3.016 -2.341 -2.037
H -0.746 -1.646 1.427
H 0.782 -2.379 -0.779
```

Summary:
- calculated total energy (eV) = -23701.16284
- LUMO (eV) = 0.589
- relative energy (zero: lowest compared OMol25 entry of this formula, charge and spin) (kJ/mol) = 473.3

---

[2]
Here is a structure of composition C21H27N2O4 in a non-equilibrium geometry from the OMol25 dataset. Energies are from wB97M-V/def2-TZVPD.

The geometry in XYZ format:
```
54
C21H27N2O4 wB97M-V/def2-TZVPD
O 2.114 2.834 -2.195
C 2.190 2.196 -1.253
N 1.014 1.820 -0.774
C 0.739 0.804 0.341
H 1.588 0.656 0.855
C 0.385 -0.670 -0.102
N -0.842 -0.720 -0.866
H -1.592 -0.252 -0.578
C -1.174 -1.929 -1.573
H -1.665 -1.942 -2.409
H -0.284 -2.343 -1.671
C -2.081 -2.607 -0.542
C -3.281 -2.145 -0.288
O -2.970 -0.611 0.421
C -4.042 0.149 0.597
C -5.445 -0.155 0.677
C -6.285 0.657 0.975
C -5.974 1.982 1.538
C -4.486 2.424 1.562
C -3.667 1.433 1.378
H -2.633 1.585 1.312
H -4.398 3.355 2.201
H -6.687 2.875 1.799
H -7.430 0.642 0.964
H -5.702 -0.894 -0.102
H -3.772 -1.827 -1.128
H -3.904 -2.733 0.519
O -2.160 -3.801 -1.036
H -2.736 -4.581 -0.277
H -1.395 -2.825 0.584
C -0.561 0.469 -2.205
H -1.500 0.335 -2.902
C -0.279 1.800 -1.582
H -0.126 2.324 -2.445
H -1.208 2.055 -1.034
H 0.321 0.235 -2.720
H 0.310 -1.262 0.506
H 1.312 -0.882 -0.462
H -0.195 1.215 0.976
C 3.179 2.061 -0.341
H 4.220 2.235 -0.861
O 3.267 0.612 0.018
C 4.460 0.019 0.403
C 5.543 0.714 0.871
C 6.589 0.319 1.364
C 6.927 -1.181 1.551
C 5.816 -2.015 1.137
C 4.762 -1.470 0.541
H 3.845 -1.835 0.024
H 5.652 -2.914 1.236
H 7.659 -1.523 1.976
H 7.522 0.924 1.746
H 5.747 1.991 0.659
H 3.312 2.398 0.615
```

Summary:
- net charge = +1
- calculated total energy (eV) = -33358.34377
- LUMO (eV) = -3.007
- relative energy (zero: lowest compared OMol25 entry of this formula, charge and spin) (kJ/mol) = 2019.8

---

[3]
Here is the molecule C21H27N3O4S2 from the OMol25 dataset. Energies are from wB97M-V/def2-TZVPD.

The geometry in XYZ format:
```
57
C21H27N3O4S2 wB97M-V/def2-TZVPD
C -3.103 -2.552 0.936
H -2.948 -1.954 1.831
H -3.660 -3.448 1.204
H -2.128 -2.854 0.565
C -3.879 -1.742 -0.113
C -3.130 -0.443 -0.354
C -1.808 -0.493 -0.794
C -1.064 0.657 -0.955
C -1.641 1.881 -0.681
C -2.962 1.967 -0.297
C -3.701 0.807 -0.135
H -4.726 0.895 0.183
H -3.405 2.938 -0.128
S -0.630 3.346 -0.739
O 0.708 2.955 -1.077
O -1.242 4.372 -1.534
N -0.643 3.971 0.832
H -1.132 4.853 0.816
C -0.971 3.151 1.979
H -0.621 3.664 2.883
C -0.265 1.809 1.870
O -0.803 0.742 2.102
N 1.021 1.918 1.488
C 1.750 0.845 1.046
C 2.930 0.942 0.344
C 3.420 -0.349 -0.026
C 2.599 -1.353 0.386
S 1.186 -0.770 1.228
C 2.849 -2.812 0.205
C 3.980 -3.031 -0.801
C 5.138 -2.086 -0.496
C 4.709 -0.638 -0.737
H 5.485 0.048 -0.392
H 4.578 -0.488 -1.815
H 5.997 -2.323 -1.126
H 5.437 -2.208 0.546
H 4.314 -4.069 -0.758
H 3.614 -2.837 -1.811
H 1.937 -3.312 -0.127
H 3.124 -3.250 1.170
C 3.472 2.282 0.062
O 3.206 3.250 0.761
N 4.312 2.390 -0.997
H 4.310 1.690 -1.716
H 4.553 3.330 -1.269
H 1.472 2.818 1.286
H -2.048 2.955 2.083
H -0.033 0.630 -1.272
H -1.337 -1.443 -0.990
C -3.967 -2.529 -1.428
H -4.499 -3.464 -1.267
H -2.981 -2.761 -1.820
H -4.505 -1.951 -2.177
C -5.300 -1.518 0.408
H -5.781 -2.480 0.572
H -5.901 -0.963 -0.309
H -5.287 -0.985 1.356
```

Summary:
- calculated total energy (eV) = -56547.60560
- LUMO (eV) = 0.478
- relative energy (zero: lowest compared OMol25 entry of this formula, charge and spin) (kJ/mol) = 57.8

---

[4]
Here is the molecule C21H27NO5 from the OMol25 dataset. Energies are from wB97M-V/def2-TZVPD.

The geometry in XYZ format:
```
54
C21H27NO5 wB97M-V/def2-TZVPD
C -6.103 -0.156 -0.953
C -4.980 -1.004 -0.376
O -3.765 -0.531 -0.917
C -2.598 -1.109 -0.514
C -1.433 -0.558 -1.040
C -0.189 -1.044 -0.689
C -0.079 -2.109 0.198
C -1.245 -2.672 0.710
C -2.491 -2.182 0.364
H -3.367 -2.645 0.791
H -1.157 -3.502 1.394
O 1.090 -2.668 0.634
C 2.309 -1.986 0.422
C 2.936 -2.263 -0.949
H 2.894 -3.338 -1.136
C 4.396 -1.801 -0.986
C 4.587 -0.387 -0.452
O 5.286 -0.139 0.507
N 3.955 0.575 -1.165
H 3.273 0.314 -1.859
C 3.908 1.945 -0.714
H 3.912 2.603 -1.586
C 2.663 2.215 0.134
H 2.673 3.253 0.493
H 2.653 1.542 0.996
O 1.535 2.002 -0.701
C 0.281 2.192 -0.165
C -0.600 2.961 -0.910
C -1.913 3.137 -0.511
C -2.349 2.548 0.658
C -1.484 1.778 1.417
C -0.169 1.577 1.018
O 0.722 0.792 1.699
C 0.282 0.111 2.850
H -0.022 0.809 3.636
H -0.541 -0.571 2.617
H 1.140 -0.466 3.192
H -1.850 1.313 2.318
H -3.369 2.675 0.988
H -2.585 3.731 -1.111
H -0.233 3.405 -1.822
H 4.799 2.120 -0.107
H 5.007 -2.458 -0.366
H 4.771 -1.847 -2.011
H 2.357 -1.776 -1.735
H 2.978 -2.366 1.200
H 2.173 -0.910 0.577
H 0.681 -0.563 -1.103
H -1.521 0.273 -1.721
H -4.965 -0.918 0.720
H -5.130 -2.061 -0.642
H -7.059 -0.485 -0.557
H -5.947 0.888 -0.695
H -6.114 -0.245 -2.036
```

Summary:
- calculated total energy (eV) = -33942.31113
- LUMO (eV) = 0.762
- relative energy (zero: lowest compared OMol25 entry of this formula, charge and spin) (kJ/mol) = 169.1